{"formula": "C39H49BClN4O2STl", "method": "ωB97M-V with the def2-TZVPD basis set", "energy_ha": -2940.82396, "charge": -2, "elements": ["Tl", "C", "C", "C", "C", "C", "C", "C", "C", "C", "C", "C", "C", "N", "B", "N", "C", "C", "C", "C", "C", "C", "C", "C", "C", "C", "C", "C", "C", "C", "H", "H", "H", "H", "H", "H", "H", "H", "H", "H", "H", "H", "H", "H", "H", "H", "H", "H", "H", "H", "H", "H", "H", "H", "H", "H", "H", "H", "H", "H", "H", "H", "H", "H", "H", "H", "N", "C", "C", "C", "N", "C", "C", "H", "H", "H", "H", "H", "H", "Cl", "C", "H", "H", "O", "C", "O", "C", "C", "C", "C", "S", "C", "C", "H", "H", "H", "H", "H"], "xyz": [[-0.471, -0.101, -1.222], [2.534, -2.592, 3.707], [1.751, -2.159, 2.461], [0.251, -2.132, 2.747], [2.070, -3.060, 1.286], [1.821, -4.424, 1.379], [2.145, -5.286, 0.346], [2.699, -4.781, -0.817], [2.951, -3.423, -0.957], [3.539, -2.892, -2.251], [4.970, -3.404, -2.452], [2.670, -3.250, -3.458], [2.649, -2.559, 0.108], [2.976, -1.186, -0.003], [2.092, -0.022, -0.129], [3.116, 1.050, -0.138], [4.405, 0.514, -0.066], [4.317, -0.822, 0.022], [3.003, 2.454, -0.110], [2.594, 3.093, 1.077], [2.509, 4.479, 1.096], [2.870, 5.233, -0.008], [3.311, 4.601, -1.157], [3.376, 3.215, -1.228], [3.875, 2.548, -2.496], [5.322, 2.959, -2.793], [2.964, 2.852, -3.688], [2.346, 2.288, 2.338], [3.144, 2.850, 3.520], [0.860, 2.206, 2.680], [2.363, -1.887, 4.524], [3.607, -2.636, 3.504], [2.210, -3.582, 4.039], [2.049, -1.146, 2.194], [-0.131, -3.133, 2.964], [-0.288, -1.734, 1.888], [0.040, -1.487, 3.604], [1.357, -4.820, 2.276], [1.956, -6.349, 0.443], [2.922, -5.455, -1.637], [3.571, -1.805, -2.184], [4.980, -4.493, -2.542], [5.607, -3.128, -1.610], [5.402, -2.980, -3.363], [2.718, -4.320, -3.682], [3.012, -2.702, -4.340], [1.628, -2.996, -3.267], [5.283, 1.143, -0.046], [5.109, -1.550, 0.117], [2.166, 4.983, 1.993], [2.820, 6.316, 0.031], [3.597, 5.198, -2.017], [3.857, 1.470, -2.339], [5.389, 4.026, -3.017], [5.710, 2.402, -3.649], [5.962, 2.752, -1.933], [2.908, 3.927, -3.882], [1.958, 2.481, -3.490], [3.341, 2.354, -4.584], [2.697, 1.275, 2.145], [2.793, 3.846, 3.799], [4.208, 2.916, 3.281], [3.029, 2.198, 4.389], [0.446, 3.205, 2.843], [0.714, 1.615, 3.587], [0.315, 1.724, 1.868], [-1.349, 7.107, -0.662], [-1.236, 5.712, -0.668], [-0.609, 5.050, -1.720], [-0.543, 3.669, -1.689], [-1.052, 2.924, -0.718], [-1.678, 3.555, 0.270], [-1.795, 4.934, 0.341], [-0.606, 7.576, -1.155], [-1.512, 7.500, 0.251], [-0.166, 5.611, -2.535], [-0.059, 3.123, -2.493], [-2.094, 2.911, 1.040], [-2.306, 5.405, 1.175], [-0.552, -3.783, -2.044], [-0.847, -2.624, -0.632], [-0.241, -3.068, 0.165], [-1.890, -2.839, -0.372], [-8.277, -0.451, -1.616], [-7.938, -0.272, -0.299], [-8.849, -0.202, 0.495], [-6.519, -0.182, 0.021], [-6.142, -0.039, 1.367], [-4.826, 0.062, 1.743], [-3.779, 0.021, 0.789], [-2.141, 0.167, 1.266], [-4.163, -0.130, -0.563], [-5.481, -0.221, -0.931], [-7.474, -0.513, -2.141], [-6.934, -0.021, 2.106], [-4.557, 0.165, 2.786], [-3.377, -0.173, -1.308], [-5.697, -0.320, -1.993]], "mulliken_charge": [0.7187, -1.9576, 2.1483, -1.2192, 0.2272, 0.1319, -1.5934, -0.3515, 0.9385, 1.3417, -1.5445, -1.5473, -0.6180, 0.3319, 0.2135, 0.4828, -0.7804, -1.1049, -0.8185, 1.1552, -0.3824, -1.6467, -0.3243, 0.7465, 1.3220, -1.5884, -1.4846, 1.4048, -1.8750, -1.1712, 0.4588, 0.3883, 0.3504, -0.9985, 0.2211, -0.1532, 0.4773, 0.3317, 0.3212, 0.2294, -0.3128, 0.3264, 0.2802, 0.4428, 0.3020, 0.4789, 0.1941, 0.4523, 0.4780, 0.2917, 0.3664, 0.3168, -0.2702, 0.3205, 0.4455, 0.3212, 0.2825, 0.2126, 0.4853, -0.5846, 0.3334, 0.4021, 0.4465, 0.3116, 0.4683, -0.0034, -0.6516, 1.2122, -0.6830, -0.2580, 0.2061, -0.6196, -0.7881, 0.2194, 0.2172, 0.2751, 0.1988, 0.3644, 0.2737, -0.3580, -0.2955, -0.2778, 0.3282, -0.5336, 0.6150, -0.6460, 0.9726, -0.6336, -0.6159, 0.6823, -0.1182, -1.1147, -0.7151, 0.2840, 0.3685, 0.3647, 0.0406, 0.1165]}